(1)
C32H76HgN3O13S3 | wB97M-V/def2-TZVPD

XYZ file:
```
128
Properties=species:S:1:pos:R:3:lowdin_charge:R:1
Hg 2.02 -2.35 3.79 0.612
C -2.07 0.95 -0.28 0.031
C -1.19 0.14 0.61 -0.688
O -1.66 -0.31 1.70 0.197
O -0.05 0.03 0.24 0.209
H -2.33 1.87 0.24 0.100
H -3.01 0.48 -0.57 0.100
H -1.54 1.11 -1.22 0.105
C -4.12 3.64 6.86 -0.082
C -3.40 2.48 7.60 -0.487
C -3.52 2.70 9.15 -0.037
O -3.92 1.26 7.12 -0.042
H -3.93 3.81 5.80 0.069
H -3.74 4.60 7.18 0.069
H -5.19 3.64 7.10 0.083
H -2.36 2.68 7.30 0.119
H -4.57 2.62 9.45 0.081
H -3.12 3.68 9.40 0.074
H -2.87 1.94 9.59 0.070
H -3.79 1.34 6.17 0.082
C -6.45 -6.56 -4.17 -0.041
C -6.13 -6.26 -2.68 -0.531
C -5.37 -4.95 -2.41 -0.046
O -7.32 -6.40 -1.98 -0.061
H -5.50 -6.62 -4.70 0.073
H -7.00 -5.73 -4.60 0.077
H -7.07 -7.45 -4.22 0.080
H -5.68 -7.15 -2.25 0.129
H -5.02 -4.94 -1.38 0.074
H -6.04 -4.13 -2.63 0.083
H -4.56 -4.99 -3.14 0.073
H -7.16 -6.19 -1.06 0.089
C -4.71 7.31 -3.07 -0.077
C -6.07 6.96 -2.38 -0.416
C -6.70 5.64 -2.87 -0.150
O -6.65 5.33 -4.33 -0.188
C -7.53 6.17 -5.03 -0.130
N -5.71 7.06 -0.97 0.023
H -4.02 6.46 -3.05 0.077
H -4.04 8.10 -2.73 0.072
H -4.70 7.47 -4.14 0.068
H -6.78 7.78 -2.52 0.124
H -7.70 5.46 -2.48 0.121
H -6.20 4.79 -2.41 0.113
H -7.22 7.18 -4.78 0.076
H -8.58 6.04 -4.75 0.088
H -7.47 6.05 -6.11 0.091
H -4.86 7.59 -1.02 0.049
H -5.32 6.14 -0.82 0.059
C 2.46 6.38 -0.48 -0.064
C 2.80 7.31 0.69 -0.425
C 2.88 8.87 0.34 -0.198
O 3.64 9.29 -0.74 -0.180
C 3.90 10.70 -0.85 -0.074
N 1.97 6.92 1.74 0.049
H 2.16 5.37 -0.18 0.072
H 3.12 6.46 -1.33 0.079
H 1.56 6.63 -1.05 0.077
H 3.82 7.06 1.00 0.135
H 3.17 9.56 1.13 0.115
H 1.83 9.13 0.30 0.121
H 2.91 11.15 -0.94 0.089
H 4.41 10.98 -1.77 0.088
H 4.48 11.17 -0.05 0.088
H 2.15 5.97 2.02 0.088
H 2.19 7.48 2.55 0.089
C 1.50 -4.43 9.91 -0.037
C 2.07 -4.22 8.44 -0.357
C 2.81 -5.52 7.92 -0.187
O 3.54 -5.08 6.79 -0.225
C 4.94 -4.99 6.96 -0.092
N 1.04 -3.92 7.40 0.068
H 2.14 -4.83 10.69 0.078
H 0.78 -5.23 9.72 0.069
H 0.97 -3.53 10.23 0.073
H 2.78 -3.39 8.47 0.127
H 2.17 -6.36 7.68 0.129
H 3.49 -5.92 8.67 0.118
H 5.34 -5.01 5.95 0.091
H 5.38 -5.89 7.37 0.091
H 5.11 -4.07 7.52 0.094
H 0.39 -4.69 7.43 0.077
H 0.49 -3.13 7.69 0.072
C -1.06 -1.04 -7.78 -0.201
C -1.31 -2.36 -8.65 -0.192
C -1.82 -1.91 -10.04 -0.206
S -2.92 -0.45 -9.58 0.735
O -4.30 -0.90 -9.63 -0.353
O -2.48 0.75 -10.38 -0.374
C -2.36 -0.22 -7.83 -0.222
H -0.24 -0.36 -7.99 0.109
H -0.78 -1.39 -6.78 0.099
H -2.15 -2.94 -8.28 0.109
H -0.49 -3.06 -8.79 0.107
H -2.34 -2.57 -10.74 0.104
H -1.06 -1.35 -10.59 0.087
H -3.09 -0.76 -7.22 0.094
H -2.48 0.83 -7.57 0.104
C 8.46 1.39 0.17 -0.233
C 9.68 0.58 0.58 -0.258
C 9.13 -0.62 1.25 -0.228
S 7.71 -1.15 0.17 0.748
O 6.60 -1.40 1.12 -0.375
O 8.33 -2.21 -0.62 -0.351
C 7.57 0.51 -0.73 -0.187
H 8.83 2.23 -0.42 0.117
H 7.91 1.71 1.06 0.117
H 10.46 1.15 1.08 0.126
H 10.12 0.18 -0.34 0.119
H 8.64 -0.31 2.18 0.100
H 9.84 -1.45 1.22 0.108
H 6.55 0.86 -0.88 0.095
H 7.93 0.53 -1.75 0.101
C 3.28 -9.10 -1.95 -0.199
C 3.45 -7.67 -2.33 -0.250
C 2.09 -7.03 -2.08 -0.244
S 1.56 -7.58 -0.45 0.731
O 0.16 -8.06 -0.55 -0.355
O 1.91 -6.63 0.66 -0.373
C 2.66 -9.00 -0.50 -0.212
H 4.13 -9.78 -2.02 0.121
H 2.53 -9.43 -2.67 0.114
H 3.68 -7.55 -3.39 0.121
H 4.26 -7.21 -1.76 0.122
H 1.44 -7.30 -2.91 0.113
H 2.02 -5.95 -2.07 0.104
H 1.96 -9.79 -0.19 0.099
H 3.53 -8.89 0.15 0.106
```

Computed properties:
* total energy: -3754.4149 hartree
* HOMO level: -10.82 eV
* HOMO-LUMO gap: 1.3 eV
* net charge: +1

(2)
C2H5N3O2 | wB97M-V/def2-TZVPD

XYZ file:
```
12
Properties=species:S:1:pos:R:3:lowdin_charge:R:1
C -0.05 0.25 -0.34 -0.278
C -0.01 -0.58 1.00 -0.070
N 0.68 -0.56 -1.28 0.122
N 1.46 -0.73 1.18 -0.307
N 2.02 -0.94 0.07 -0.140
O 1.94 -0.80 2.31 -0.006
O 3.13 -1.32 -0.19 0.046
H -1.14 0.37 -0.78 0.154
H 0.34 1.22 -0.27 0.081
H -0.59 -0.01 1.84 0.153
H -0.55 -1.63 0.86 0.162
H 1.17 -0.05 -2.00 0.081
```

Computed properties:
* total energy: -393.6918 hartree
* HOMO level (alpha / beta): -8.71 / -8.71 eV
* ΔE to the lowest compared entry with this formula, charge and spin: 205.5 kcal/mol
* HOMO-LUMO gap (alpha / beta): 8.0 / 8.0 eV
* net charge: 0

(3)
C10H22FNNbO6S | wB97M-V/def2-TZVPD

XYZ file:
```
42
Properties=species:S:1:pos:R:3:lowdin_charge:R:1
C 0.90 2.11 -1.39 -0.113
C -0.25 1.22 -1.82 -0.409
N -1.54 1.79 -1.47 -0.260
Nb -2.99 0.41 -1.01 0.891
S -4.35 2.21 -2.38 0.348
O -4.36 1.77 -3.73 -0.423
O -3.94 3.56 -2.17 -0.430
F -5.91 2.30 -2.02 -0.310
H 0.97 2.14 -0.32 0.050
H 0.67 3.12 -1.72 0.065
H 1.83 1.80 -1.83 0.062
H -0.14 0.25 -1.34 0.068
H -0.20 1.06 -2.89 0.094
H -1.77 2.53 -2.12 0.012
H -3.41 1.09 0.66 -0.134
H -4.67 -0.26 -0.87 -0.122
H -2.67 -0.85 -2.31 -0.123
H -2.15 -0.75 0.08 -0.150
O 2.58 1.18 1.35 0.136
C 3.68 1.56 1.10 -0.487
O 4.45 0.97 0.14 0.015
C 5.75 1.57 0.09 -0.163
C 5.58 2.96 0.70 -0.152
C 4.46 2.71 1.72 -0.072
H 6.43 0.95 0.67 0.122
H 6.07 1.58 -0.94 0.121
H 6.50 3.35 1.13 0.109
H 5.24 3.66 -0.06 0.116
H 4.84 2.38 2.68 0.126
H 3.80 3.56 1.87 0.123
O -4.23 -3.16 0.51 0.109
C -3.24 -3.69 0.87 -0.504
O -2.09 -3.68 0.15 -0.014
C -1.08 -4.46 0.77 -0.168
C -1.47 -4.53 2.25 -0.156
C -3.00 -4.49 2.16 -0.078
H -1.06 -5.45 0.31 0.120
H -0.12 -3.97 0.60 0.123
H -1.07 -5.41 2.76 0.105
H -1.11 -3.65 2.77 0.115
H -3.44 -5.47 2.03 0.122
H -3.48 -3.99 2.99 0.119
```

Computed properties:
* total energy: -1455.3681 hartree
* HOMO level: -5.20 eV
* HOMO-LUMO gap: 7.3 eV
* net charge: -1

(4)
C4H9ClO2 | wB97M-V/def2-TZVPD

XYZ file:
```
16
Properties=species:S:1:pos:R:3:lowdin_charge:R:1
C 0.08 0.01 2.16 -0.078
C -1.81 -0.53 -0.82 -0.358
C 2.17 0.14 -1.03 0.019
C 0.77 0.35 0.91 -0.599
O -0.52 -0.91 -0.82 -0.314
O 1.91 -0.06 0.46 -0.081
Cl 0.03 1.90 0.31 0.703
H -0.97 0.17 1.97 0.066
H 0.14 -1.07 2.28 0.103
H 0.38 0.51 3.07 0.100
H -1.95 0.44 -1.24 0.023
H -2.28 -0.59 0.17 0.062
H -2.40 -1.02 -1.66 0.089
H 1.13 -0.22 -1.38 0.082
H 3.09 -0.44 -1.16 0.096
H 2.22 1.26 -1.21 0.087
```

Computed properties:
* total energy: -768.3174 hartree
* HOMO level (alpha / beta): -7.90 / -7.66 eV
* ΔE to the lowest compared entry with this formula, charge and spin: 96.9 kcal/mol
* HOMO-LUMO gap (alpha / beta): 7.4 / 7.1 eV
* net charge: 0